Record 1
{"formula": "C10H24N2OPS2", "method": "ωB97M-V/def2-TZVPD", "elements": ["C", "C", "C", "S", "C", "C", "C", "S", "P", "C", "C", "C", "H", "H", "H", "H", "H", "H", "H", "H", "H", "H", "H", "H", "H", "H", "H", "H", "H", "H", "H", "H", "C", "O", "N", "N", "H", "H", "H", "H"], "coordinates": [[2.145, -2.051, 0.989], [1.878, -1.844, -0.254], [0.795, -0.974, -0.793], [0.248, 0.281, 0.389], [-1.279, 0.988, -0.328], [-2.072, 1.685, 0.805], [-3.273, 0.824, 1.232], [-2.930, -0.207, 2.704], [1.555, 1.969, 0.507], [2.023, 2.364, -1.242], [3.092, 1.453, 1.392], [3.732, 2.765, 1.859], [1.688, -1.528, 1.811], [2.853, -2.817, 1.234], [2.463, -2.355, -0.994], [1.103, -0.518, -1.728], [-0.066, -1.597, -1.015], [-0.941, 1.738, -1.025], [-1.839, 0.210, -0.829], [-2.393, 2.658, 0.468], [-1.398, 1.872, 1.631], [-4.114, 1.475, 1.413], [-3.505, 0.161, 0.411], [-1.606, -0.128, 2.902], [2.993, 2.842, -1.212], [1.303, 3.093, -1.590], [2.014, 1.488, -1.876], [2.846, 0.832, 2.240], [3.735, 0.930, 0.693], [3.061, 3.233, 2.567], [4.685, 2.571, 2.315], [3.822, 3.450, 1.022], [-2.902, -2.632, -2.137], [-3.072, -1.489, -2.530], [-2.560, -3.655, -2.969], [-3.034, -2.960, -0.817], [-2.418, -4.599, -2.661], [-2.458, -3.438, -3.944], [-3.286, -2.212, -0.197], [-2.886, -3.878, -0.442]], "total_energy_ev": -46739.86128, "multiplicity": 1, "homo_lumo_gap_ha": 0.345, "total_charge": 1, "e_homo_ev": -11.99}


Record 2
{"formula": "C31H42FN3O4P", "method": "ωB97M-V/def2-TZVPD", "elements": ["C", "O", "C", "C", "C", "C", "P", "C", "C", "C", "O", "N", "C", "C", "C", "C", "C", "C", "C", "C", "O", "F", "C", "C", "C", "C", "C", "C", "C", "C", "C", "C", "C", "C", "C", "C", "H", "H", "H", "H", "H", "H", "H", "H", "H", "H", "H", "H", "H", "H", "H", "H", "H", "H", "H", "H", "H", "H", "H", "H", "H", "H", "H", "H", "H", "H", "H", "H", "H", "H", "H", "H", "H", "H", "C", "O", "N", "N", "H", "H", "H", "H"], "coordinates": [[1.940, 2.536, 5.811], [1.324, 2.272, 4.574], [2.230, 1.834, 3.558], [2.142, 2.696, 2.323], [0.863, 2.541, 1.454], [0.273, 1.138, 1.468], [-0.956, 0.849, 0.008], [0.488, 0.339, -1.178], [0.588, -1.122, -1.604], [1.552, -1.306, -2.757], [2.291, -0.469, -3.191], [1.560, -2.650, -3.302], [2.756, -2.989, -4.014], [3.821, -3.513, -3.293], [4.989, -3.875, -3.960], [5.072, -3.700, -5.332], [4.010, -3.176, -6.058], [2.844, -2.814, -5.391], [-2.382, 1.612, 1.192], [-2.920, 0.724, 2.209], [-2.465, 0.400, 3.253], [-4.132, 0.201, 1.876], [-2.190, 0.756, -1.531], [-2.192, 1.995, -2.372], [-2.692, 3.204, -1.884], [-2.723, 4.367, -2.646], [-2.229, 4.366, -3.941], [-1.731, 3.174, -4.451], [-1.713, 1.994, -3.699], [-1.185, 0.756, -4.392], [-1.363, -0.949, 0.563], [-0.572, -1.646, 1.482], [-0.862, -2.937, 1.914], [-1.974, -3.614, 1.427], [-2.778, -2.949, 0.508], [-2.475, -1.654, 0.092], [2.403, 3.526, 5.795], [1.153, 2.536, 6.563], [2.651, 1.759, 6.094], [3.248, 1.922, 3.952], [2.069, 0.777, 3.359], [2.266, 3.746, 2.584], [2.995, 2.427, 1.694], [0.135, 3.265, 1.820], [1.140, 2.821, 0.439], [1.134, 0.470, 1.427], [-0.168, 0.994, 2.457], [-0.698, 2.227, -0.398], [0.356, 0.915, -2.092], [1.466, 0.639, -0.804], [1.009, -1.764, -0.834], [-0.357, -1.534, -1.962], [0.741, -2.752, -3.891], [3.717, -3.626, -2.225], [5.793, -4.300, -3.381], [5.979, -3.971, -5.854], [4.062, -3.049, -7.128], [1.990, -2.401, -5.907], [-3.222, 2.017, 0.638], [-1.930, 2.450, 1.714], [-1.999, -0.085, -2.187], [-3.207, 0.667, -1.149], [-3.095, 3.270, -0.885], [-3.139, 5.277, -2.236], [-2.224, 5.254, -4.555], [-1.354, 3.163, -5.464], [-1.218, 0.923, -5.466], [-0.168, 0.518, -4.093], [-1.816, -0.105, -4.181], [0.321, -1.210, 1.899], [-0.218, -3.422, 2.633], [-2.242, -4.612, 1.737], [-3.663, -3.444, 0.132], [-3.182, -1.216, -0.595], [-0.822, -1.783, 6.279], [0.186, -2.296, 5.821], [-1.572, -0.872, 5.610], [-1.279, -2.103, 7.541], [-2.400, -0.456, 5.987], [-1.288, -0.609, 4.682], [-0.749, -2.774, 8.063], [-2.101, -1.703, 7.948]], "total_energy_ev": -57495.56392, "multiplicity": 1, "homo_lumo_gap_ha": 0.267, "total_charge": -1, "e_homo_ev": -4.59}


Record 3
{"formula": "H16O8", "method": "ωB97M-V/def2-TZVPD", "elements": ["O", "H", "H", "O", "H", "H", "O", "H", "H", "O", "H", "H", "O", "H", "H", "O", "H", "H", "O", "H", "H", "O", "H", "H"], "coordinates": [[-1.622, -1.401, -1.588], [-2.204, -1.394, -0.816], [-1.673, -2.367, -1.854], [-0.823, -1.923, 2.266], [-1.092, -1.041, 1.904], [-0.044, -2.194, 1.798], [0.987, -0.736, -0.738], [0.237, -0.617, -0.176], [0.611, -0.843, -1.583], [-0.974, 0.484, 0.993], [-0.141, 0.827, 1.382], [-1.113, 1.141, 0.309], [0.459, 2.141, -3.029], [-0.332, 2.070, -2.424], [0.115, 2.128, -3.872], [1.388, 0.952, 2.051], [1.668, 0.663, 2.924], [1.993, 1.616, 1.745], [3.003, -1.157, 1.423], [2.436, -0.404, 1.478], [2.902, -1.633, 2.248], [-1.599, 1.492, -1.481], [-2.577, 1.632, -1.300], [-1.609, 0.552, -1.655]], "smiles": "O.O.O.O.O.O.O.O", "total_energy_ev": -16639.61621, "relative_energy_ev": 2.3944, "multiplicity": 1, "homo_lumo_gap_ha": 0.389, "e_homo_ev": -10.52}


Record 4
{"formula": "C5H13NS", "method": "ωB97M-V/def2-TZVPD", "elements": ["C", "N", "C", "C", "C", "C", "S", "H", "H", "H", "H", "H", "H", "H", "H", "H", "H", "H", "H", "H"], "coordinates": [[-1.501, -1.415, -1.916], [-0.161, -1.448, -1.260], [-0.066, -1.322, 0.284], [-0.483, 0.123, 0.723], [0.655, 1.080, 0.188], [1.766, 1.440, 1.095], [0.872, 2.712, 2.188], [-2.260, -2.076, -1.508], [-1.369, -1.786, -2.950], [-1.792, -0.406, -2.018], [0.411, -2.215, -1.516], [0.939, -1.795, 0.675], [-0.844, -2.020, 0.718], [-1.448, 0.447, 0.402], [-0.435, 0.148, 1.879], [0.254, 2.000, -0.183], [0.984, 0.855, -0.738], [1.892, 0.643, 1.863], [2.702, 1.880, 0.716], [-0.116, 3.154, 1.355]], "smiles": "CNCCCCS", "total_energy_ev": -17719.18490, "relative_energy_ev": 2.0659, "multiplicity": 1, "homo_lumo_gap_ha": 0.357, "e_homo_ev": -8.68}


Record 5
{"formula": "C10H21N2O2", "method": "ωB97M-V/def2-TZVPD", "elements": ["C", "N", "C", "C", "O", "C", "C", "N", "C", "C", "C", "O", "C", "C", "H", "H", "H", "H", "H", "H", "H", "H", "H", "H", "H", "H", "H", "H", "H", "H", "H", "H", "H", "H", "H"], "coordinates": [[2.982, 0.979, 0.649], [1.847, 0.008, 0.265], [2.201, -0.893, -0.774], [1.286, -2.115, -0.883], [-0.038, -1.594, -0.915], [-0.437, -0.625, 0.087], [-0.444, -1.336, 1.425], [-1.925, -0.275, -0.317], [-2.950, -0.475, 0.737], [-1.998, 1.044, -1.088], [-0.647, 1.216, -1.815], [0.465, 1.387, -1.064], [0.526, 0.617, 0.110], [0.286, 1.522, 1.322], [3.130, 0.885, 1.701], [3.922, 0.663, 0.010], [2.582, 1.916, 0.382], [3.273, -1.328, -0.856], [2.184, -0.300, -1.828], [1.302, -2.565, -1.782], [1.279, -2.766, -0.002], [-1.006, -2.347, 1.421], [-1.043, -0.664, 2.196], [0.520, -1.375, 1.664], [-1.949, -1.134, -0.854], [-2.647, 0.276, 1.471], [-4.000, -0.134, 0.289], [-3.108, -1.423, 1.199], [-2.064, 1.936, -0.467], [-2.845, 1.153, -1.898], [-0.404, 0.273, -2.540], [-0.900, 2.140, -2.548], [1.023, 2.294, 1.521], [0.239, 1.008, 2.222], [-0.643, 2.032, 0.958]], "smiles": "CN1CCO[C@]2(C)[N@@H+](C)CCO[C@]12C", "total_energy_ev": -17775.56650, "relative_energy_ev": 3.5325, "multiplicity": 1, "homo_lumo_gap_ha": 0.354, "total_charge": 1, "e_homo_ev": -12.13}


Record 6
{"formula": "C4H4Cl2", "method": "ωB97M-V/def2-TZVPD", "elements": ["C", "C", "C", "C", "Cl", "Cl", "H", "H", "H", "H"], "coordinates": [[1.104, 0.519, -1.921], [2.058, 0.177, -1.273], [-0.875, -0.964, 1.107], [-1.171, 0.320, 1.069], [-0.574, 1.478, 2.225], [-2.324, 0.942, -0.136], [0.079, 0.843, -2.067], [3.092, -0.204, -1.195], [-1.289, -1.597, 0.337], [-0.099, -1.514, 1.854]], "total_energy_ev": -29249.16667, "relative_energy_ev": 3.8852, "multiplicity": 3, "homo_lumo_gap_ha": [0.241, 0.263], "e_homo_ev": [-5.83, -9.95], "s2": 2.003}


Record 7
{"formula": "C54H122N6O10", "method": "ωB97M-V/def2-TZVPD", "elements": ["O", "H", "H", "O", "H", "H", "O", "H", "H", "O", "H", "H", "C", "C", "C", "C", "C", "C", "N", "O", "C", "C", "C", "H", "H", "H", "H", "H", "H", "H", "H", "H", "H", "H", "H", "H", "H", "H", "H", "H", "H", "H", "C", "C", "C", "C", "C", "C", "N", "O", "C", "C", "C", "H", "H", "H", "H", "H", "H", "H", "H", "H", "H", "H", "H", "H", "H", "H", "H", "H", "H", "H", "C", "C", "C", "C", "C", "C", "N", "O", "C", "C", "C", "H", "H", "H", "H", "H", "H", "H", "H", "H", "H", "H", "H", "H", "H", "H", "H", "H", "H", "H", "C", "C", "C", "C", "C", "C", "N", "O", "C", "C", "C", "H", "H", "H", "H", "H", "H", "H", "H", "H", "H", "H", "H", "H", "H", "H", "H", "H", "H", "H", "C", "C", "C", "C", "C", "C", "N", "O", "C", "C", "C", "H", "H", "H", "H", "H", "H", "H", "H", "H", "H", "H", "H", "H", "H", "H", "H", "H", "H", "H", "C", "C", "C", "C", "C", "C", "N", "O", "C", "C", "C", "H", "H", "H", "H", "H", "H", "H", "H", "H", "H", "H", "H", "H", "H", "H", "H", "H", "H", "H"], "coordinates": [[-2.199, -1.697, 5.403], [-1.877, -0.983, 5.953], [-2.642, -2.288, 6.012], [4.537, -4.262, 2.493], [4.464, -4.817, 3.270], [4.006, -4.705, 1.831], [4.937, 2.804, 3.925], [4.805, 3.663, 3.524], [4.384, 2.213, 3.413], [4.070, 3.846, 0.838], [3.566, 4.232, 0.122], [4.943, 3.709, 0.471], [-6.888, 2.936, -1.174], [-5.679, 2.231, -0.357], [-5.215, 3.308, 0.638], [-4.366, 2.843, 1.847], [-5.111, 1.691, 2.563], [-5.611, 0.550, 1.622], [-6.311, 1.088, 0.448], [-6.669, 0.163, -0.552], [-4.457, -0.348, 1.294], [-6.622, -0.456, 2.471], [-4.493, 1.985, -1.284], [-7.177, 2.281, -1.996], [-6.686, 3.957, -1.500], [-7.776, 3.019, -0.548], [-4.570, 4.019, 0.122], [-5.983, 3.883, 1.154], [-3.909, 3.640, 2.433], [-3.439, 2.361, 1.538], [-5.884, 2.234, 3.108], [-4.403, 1.330, 3.309], [-3.635, 0.354, 1.149], [-4.329, -1.108, 2.065], [-4.683, -0.879, 0.370], [-7.530, 0.079, 2.751], [-6.823, -1.383, 1.934], [-6.281, -0.733, 3.469], [-4.755, 1.364, -2.141], [-3.771, 1.410, -0.703], [-4.021, 2.877, -1.695], [-7.615, 0.012, -0.491], [2.254, -1.305, 3.198], [1.729, -0.769, 1.820], [0.318, -1.390, 1.601], [-0.855, -0.784, 2.410], [-0.814, 0.696, 2.046], [0.484, 1.513, 2.290], [1.615, 0.690, 1.694], [2.821, 1.293, 1.871], [0.157, 2.814, 1.502], [0.618, 1.743, 3.796], [2.729, -1.237, 0.704], [2.817, -2.210, 2.971], [1.443, -1.600, 3.863], [2.836, -0.550, 3.727], [0.072, -1.361, 0.540], [0.356, -2.416, 1.968], [-0.778, -0.908, 3.490], [-1.840, -1.006, 2.000], [-1.477, 1.287, 2.677], [-1.197, 0.849, 1.037], [-0.819, 3.236, 1.741], [0.971, 3.523, 1.656], [0.058, 2.650, 0.429], [0.898, 0.823, 4.309], [1.272, 2.599, 3.964], [-0.270, 2.095, 4.321], [3.723, -0.957, 1.053], [2.415, -0.785, -0.236], [2.872, -2.293, 0.474], [3.004, 1.630, 0.991], [4.179, -0.320, -3.004], [5.595, -0.972, -3.035], [5.889, -1.690, -1.702], [5.238, -3.095, -1.596], [5.681, -3.942, -2.850], [5.315, -3.280, -4.260], [5.840, -1.911, -4.258], [5.627, -1.332, -5.467], [6.114, -4.134, -5.247], [3.791, -3.517, -4.568], [6.475, 0.228, -3.164], [4.111, 0.707, -2.645], [3.475, -0.912, -2.418], [3.777, -0.353, -4.016], [6.933, -1.613, -1.400], [5.470, -1.161, -0.846], [4.154, -2.993, -1.640], [5.519, -3.611, -0.678], [5.187, -4.900, -2.685], [6.734, -4.203, -2.747], [5.974, -5.201, -5.075], [5.893, -3.882, -6.284], [7.170, -3.994, -5.015], [3.318, -3.226, -5.506], [3.436, -4.518, -4.325], [3.261, -2.992, -3.773], [7.510, -0.060, -3.352], [6.582, 0.615, -2.151], [6.350, 0.855, -4.046], [6.399, -0.763, -5.512], [-2.514, -3.977, -2.917], [-2.281, -2.451, -3.136], [-1.134, -2.184, -2.083], [-0.630, -0.773, -2.428], [0.005, -0.747, -3.785], [-1.026, -1.066, -4.979], [-1.969, -2.181, -4.550], [-2.995, -2.422, -5.507], [-1.828, 0.176, -5.352], [-0.187, -1.502, -6.197], [-3.567, -1.748, -2.696], [-1.539, -4.438, -3.072], [-3.277, -4.333, -3.609], [-2.753, -4.213, -1.880], [-1.612, -2.198, -1.103], [-0.340, -2.925, -1.993], [-0.074, -0.444, -1.549], [-1.416, -0.019, -2.407], [0.783, -1.498, -3.651], [0.395, 0.249, -3.996], [-1.199, 0.944, -5.802], [-2.736, 0.040, -5.940], [-2.148, 0.645, -4.422], [0.365, -2.441, -6.160], [-0.832, -1.823, -7.015], [0.346, -0.612, -6.531], [-3.964, -1.065, -3.447], [-3.432, -1.087, -1.840], [-4.340, -2.515, -2.741], [-3.369, -1.542, -5.423], [0.607, -6.237, 2.211], [0.533, -7.396, 1.243], [-0.864, -7.347, 0.465], [-0.932, -6.269, -0.588], [0.270, -6.401, -1.476], [1.731, -6.428, -0.904], [1.744, -7.387, 0.259], [2.930, -7.485, 0.955], [2.689, -7.033, -1.965], [2.087, -4.957, -0.637], [0.549, -8.683, 2.073], [1.472, -6.178, 2.872], [-0.242, -6.250, 2.894], [0.500, -5.340, 1.601], [-1.158, -8.305, 0.035], [-1.727, -7.271, 1.127], [-1.021, -5.294, -0.109], [-1.809, -6.428, -1.216], [0.129, -5.676, -2.276], [0.158, -7.329, -2.038], [2.326, -8.056, -2.060], [2.701, -6.458, -2.891], [3.700, -7.155, -1.576], [3.080, -4.915, -0.189], [2.110, -4.432, -1.592], [1.466, -4.498, 0.132], [1.529, -8.784, 2.540], [0.327, -9.584, 1.501], [-0.254, -8.822, 2.796], [3.258, -8.278, 0.525], [0.530, 10.668, 4.062], [-0.945, 10.069, 3.681], [-1.373, 10.525, 2.147], [-1.739, 9.408, 1.174], [-1.000, 8.041, 1.360], [-1.293, 7.581, 2.851], [-0.823, 8.614, 3.778], [-0.813, 8.128, 5.116], [-2.721, 7.149, 3.084], [-0.348, 6.387, 2.949], [-2.019, 10.466, 4.667], [0.884, 10.435, 5.066], [0.686, 11.745, 4.005], [1.189, 10.132, 3.379], [-2.338, 11.024, 2.237], [-0.617, 11.228, 1.797], [-1.639, 9.674, 0.122], [-2.776, 9.112, 1.335], [0.049, 8.278, 1.185], [-1.429, 7.296, 0.689], [-2.850, 6.122, 3.427], [-3.312, 7.778, 3.751], [-3.335, 7.061, 2.188], [-0.769, 5.568, 2.366], [0.638, 6.499, 2.498], [-0.227, 5.923, 3.928], [-2.188, 11.541, 4.728], [-1.960, 10.221, 5.728], [-2.938, 9.987, 4.330], [0.143, 8.042, 5.128]], "total_energy_ev": -87371.68583, "multiplicity": 2, "homo_lumo_gap_ha": [0.240, 0.084], "total_charge": 1, "e_homo_ev": [-9.12, -9.12], "s2": 0.754}


Record 8
{"formula": "C6H8N2", "method": "ωB97M-V/def2-TZVPD", "elements": ["C", "C", "C", "C", "C", "N", "C", "N", "H", "H", "H", "H", "H", "H", "H", "H"], "coordinates": [[0.376, -0.099, -1.838], [0.377, 0.285, -0.294], [-1.006, 0.006, 0.271], [-1.112, -0.096, 1.887], [-1.510, -1.255, -0.262], [-1.987, -2.238, -0.648], [-1.671, 1.204, -0.203], [-2.061, 2.174, -0.698], [0.382, -1.332, -1.987], [1.181, 0.377, -2.316], [-0.575, 0.159, -2.338], [0.607, 1.244, -0.102], [1.108, -0.328, 0.139], [-1.401, -1.114, 2.198], [-1.855, 0.624, 2.201], [-0.143, 0.086, 2.363]], "smiles": "CCC(C)(C#N)C#N", "total_energy_ev": -9330.08534, "relative_energy_ev": 1.6222, "multiplicity": 1, "homo_lumo_gap_ha": 0.458, "e_homo_ev": -11.83}


> Among the records above, which one has the highest multiplicity?

C4H4Cl2